Computed, not measured: C23H17Cl3N3O5PtSe as an isolated structure, with wB97M-V/def2-TZVPD.

Geometry as XYZ:
```
53
Properties=species:S:1:pos:R:3:nbo_charge:R:1
Pt 0.513 0.043 -0.612 0.999
N 2.858 -0.129 -0.912 -0.835
C 3.383 1.117 -1.265 0.184
C 4.542 1.303 -1.974 -0.253
C 5.040 2.599 -2.238 -0.173
C 4.392 3.709 -1.779 -0.226
C 3.162 3.555 -1.093 -0.096
C 2.403 4.644 -0.604 -0.122
C 1.194 4.418 -0.014 -0.263
C 0.700 3.096 0.037 0.088
N 1.393 2.074 -0.394 -0.467
C 2.638 2.268 -0.893 0.201
H 2.742 -0.210 0.098 0.443
H 3.379 -0.919 -1.261 0.402
H 5.112 0.435 -2.285 0.213
H 5.971 2.701 -2.782 0.210
H 4.791 4.704 -1.938 0.208
H 2.794 5.649 -0.712 0.211
H 0.591 5.226 0.377 0.221
H -0.292 2.877 0.410 0.221
Se -1.197 0.855 -2.024 -0.166
C -2.680 -0.344 -1.854 -0.130
C -3.580 -0.191 -0.809 -0.290
C -4.701 -1.005 -0.770 0.046
N -4.972 -1.949 -1.673 -0.469
C -4.086 -2.094 -2.662 0.036
C -2.945 -1.323 -2.802 -0.289
H -3.412 0.541 -0.029 0.228
H -5.415 -0.895 0.039 0.188
H -4.298 -2.874 -3.385 0.182
H -2.267 -1.494 -3.627 0.224
Cl 1.733 -1.735 4.196 0.022
C 2.151 -0.041 3.868 -0.190
Cl 3.517 0.419 4.892 0.015
Cl 0.755 1.000 4.266 -0.006
C 2.479 0.104 2.327 0.734
O 3.636 0.345 2.004 -0.684
O 1.460 -0.041 1.609 -0.790
O -2.758 -4.126 -0.534 -0.657
C -2.656 -3.233 0.488 0.330
C -3.764 -2.936 1.276 -0.307
C -3.670 -1.996 2.295 -0.213
C -2.468 -1.348 2.525 -0.277
C -1.365 -1.653 1.734 -0.132
C -1.433 -2.596 0.718 -0.209
C -0.201 -3.004 -0.052 0.786
O 0.105 -4.187 -0.044 -0.658
O 0.462 -2.090 -0.662 -0.810
H -3.697 -4.288 -0.688 0.474
H -4.704 -3.439 1.074 0.203
H -4.539 -1.776 2.905 0.200
H -2.375 -0.616 3.318 0.208
H -0.420 -1.154 1.917 0.237
```

HOMO energy (alpha / beta) = -0.1490 / -0.1970 Eh
Max |F| = 0.7 eV/A
E_LUMO (alpha / beta) = 1.9 / 1.5 eV
Charge = -1
Spin multiplicity = 3
Energy relative to the best compared isomer or geometry (same formula, charge and spin) = 0.270 eV

Computed, not measured: one molecule with the formula C23H17F3N4O2 in a non-equilibrium geometry, with wB97M-V/def2-TZVPD.

Geometry as XYZ:
```
49
Properties=species:S:1:pos:R:3:nbo_charge:R:1
O -3.514 -3.457 2.520 -0.589
C -2.448 -3.390 1.950 0.695
C -2.412 -3.471 0.448 -0.530
C -2.160 -2.125 -0.191 -0.027
C -3.026 -1.023 0.071 -0.210
C -2.720 0.211 -0.495 -0.190
C -1.683 0.362 -1.460 -0.050
C -1.374 1.700 -2.037 -0.094
C -1.680 2.884 -1.297 0.074
N -1.460 4.122 -1.729 -0.393
C -0.887 4.247 -2.934 0.154
C -0.695 5.556 -3.388 -0.221
C -0.191 5.764 -4.644 0.015
N 0.185 4.720 -5.414 -0.415
C 0.020 3.451 -4.980 0.078
C -0.562 3.178 -3.756 -0.155
C -0.819 1.869 -3.316 -0.107
C -0.928 -0.795 -1.817 -0.220
C -1.161 -2.002 -1.161 -0.133
N -1.417 -3.024 2.780 -0.606
C -0.099 -2.868 2.396 0.325
C 0.769 -2.067 3.163 -0.383
C 1.938 -2.071 2.524 0.367
C 3.164 -1.254 2.933 -0.207
C 3.640 -1.435 4.406 1.002
F 4.789 -0.729 4.592 -0.329
F 3.987 -2.730 4.655 -0.319
F 2.725 -1.015 5.314 -0.319
C 3.254 0.069 2.187 -0.392
C 4.252 -1.025 1.866 -0.397
O 1.861 -2.867 1.430 -0.294
N 0.514 -3.339 1.355 -0.183
H -3.327 -3.915 0.082 0.255
H -1.635 -4.177 0.129 0.250
H -3.887 -1.104 0.747 0.233
H -3.316 1.061 -0.223 0.213
H -2.118 2.841 -0.286 0.199
H -0.924 6.413 -2.740 0.231
H -0.066 6.772 -5.016 0.200
H 0.305 2.608 -5.617 0.194
H -0.621 0.969 -3.928 0.221
H -0.161 -0.798 -2.586 0.214
H -0.524 -2.843 -1.468 0.217
H -1.674 -2.655 3.669 0.427
H 0.585 -1.456 4.009 0.239
H 3.663 0.946 2.724 0.237
H 2.450 0.275 1.462 0.236
H 4.081 -1.523 0.884 0.240
H 5.310 -0.858 2.182 0.248
```

HOMO energy = -0.3171 Eh
Max |F| = 2.9 eV/A
Structure (SMILES) = O=C(Cc1ccc(-c2cnc3ccncc3c2)cc1)Nc1cc(C2(C(F)(F)F)CC2)on1
E_LUMO = -0.4 eV
Spin multiplicity = 1
Energy relative to the best compared isomer or geometry (same formula, charge and spin) = 2.114 eV

spin multiplicity of number 2 (C23H17F3N4O2)? 1

Which of these has the lowest energy relative to the best compared isomer or geometry (same formula, charge and spin)? C23H17Cl3N3O5PtSe